This record from the Open Molecules 2025 dataset describes a 5-piece molecular cluster, C3H16N2O6 overall. The level of theory is ωB97M-V with the def2-TZVPD basis set.

Cartesian coordinates (Å):
H1 -1.80181 -2.17065 -2.47111
H2 -0.09608 -2.44753 0.14235
O1 2.10608 0.94636 0.82016
H3 2.02747 0.73496 3.19828
C1 0.09795 -1.80795 -1.98708
O2 -0.90214 0.49036 2.70733
H4 -0.06240 1.00933 2.85926
H5 -1.54209 0.92433 3.23495
C2 -0.22363 -1.60056 -0.48530
H6 -1.45335 2.13623 -3.03621
O3 -2.45835 1.80285 0.71402
H7 0.94808 -2.43497 -2.20814
C3 1.62670 0.14229 0.02475
H8 -0.13743 -0.04881 0.98194
H9 2.60002 -1.50493 -0.79272
N1 0.42437 -0.45123 0.25788
H10 -1.26220 -1.11628 -0.50043
H11 0.10175 -0.84101 -2.48390
H12 1.68963 2.19315 2.86639
N2 2.39737 -0.46348 -0.99589
H13 -1.93416 1.01706 0.54691
O4 1.44527 1.38557 3.44769
H14 -1.93353 2.14705 1.50275
O5 -1.90838 1.24980 -2.88175
O6 -0.98358 -2.69889 -2.38945
H15 -1.97913 1.25746 -1.99969
H16 3.21358 0.14947 -1.07299

Computed properties:
molar mass: 176.2 u
highest occupied orbital energy (alpha / beta): -14.88 / -14.85 eV
frontier orbital gap (alpha / beta): 11.0 / 5.6 eV
total energy: -684.4793 Ha
charge: +1
multiplicity: 2
expectation value of S²: 0.7686

Mulliken atomic charge list, values in e, 2 entries: atom 1 (H): 0.34, atom 2 (H): 0.29



This record from the Open Molecules 2025 dataset describes C3H16N6O5Rb as an isolated structure. The level of theory is ωB97M-V with the def2-TZVPD basis set.

Cartesian coordinates (Å):
O1 -2.06691 -1.76075 4.79618
H1 -6.24610 -1.99779 0.07177
H2 -2.45953 -1.16888 5.43789
H3 3.70175 2.59967 -3.64550
H4 -4.47358 -2.79040 -0.51119
N1 3.16034 3.37220 -3.28471
O2 1.16131 -2.69416 -0.44044
C1 2.85450 3.33496 -1.99577
N2 1.51401 -4.60386 -1.49081
H5 -2.98761 -2.06532 -0.09901
C2 1.81657 -3.40188 -1.06921
H6 2.56445 5.56483 2.68961
H7 2.88504 -2.00718 -1.75207
N3 -5.82104 -1.51197 0.84855
H8 2.31083 -5.02848 -1.94345
H9 0.69120 -5.07511 -1.14295
N4 -3.97656 -2.14770 0.08882
H10 1.88628 5.23210 4.00160
H11 2.02592 4.44967 -0.52428
H12 2.62134 4.03522 -3.82322
C3 -4.56370 -1.39142 0.93543
H13 -6.28878 -0.75043 1.31906
H14 -2.35664 -1.42246 3.94892
O3 -4.10883 -0.46108 1.62912
Rb1 0.26062 1.13022 2.08706
O4 3.10986 2.43687 -1.20583
O5 1.93909 4.95814 3.08596
N5 2.42994 4.39896 -1.44855
H15 2.70047 5.20897 -1.98782
H16 2.92590 -3.43363 -2.74079
N6 2.78990 -3.00931 -1.83439

Computed properties:
ΔE to the lowest compared entry with this formula, charge and spin: 68.40 kcal per mole
molar mass: 301.7 u
highest occupied orbital energy: -11.82 eV
frontier orbital gap: 8.6 eV
total energy: -852.5683 Ha
charge: +1

Mulliken atomic charge list, values in e, 2 entries: atom 1 (O): -0.64, atom 2 (H): 0.19



This record from the Open Molecules 2025 dataset describes a 5-piece molecular cluster, C3H16NO5S overall. The level of theory is ωB97M-V with the def2-TZVPD basis set.

Cartesian coordinates (Å):
H1 0.02866 -1.64736 -0.46747
H2 1.13437 -3.29409 -1.94469
H3 2.06681 -2.97657 -0.74022
H4 2.03176 -0.44975 2.60344
H5 -3.89403 -1.40001 -0.59334
C1 1.06257 0.73206 -1.09331
H6 1.01213 1.53653 -3.35491
O1 -3.03704 -1.79994 -0.76311
H7 -1.48255 -1.13596 0.07655
H8 1.56316 -0.16067 -1.47829
S1 1.23703 2.15829 -2.18723
H9 -3.24711 -2.73669 -0.93888
O2 1.30176 -2.65312 -1.23656
H10 -0.97591 2.49654 -0.31891
H11 -0.09285 2.64133 3.00798
O3 1.16711 -0.22749 2.21743
C2 -1.06991 1.47102 0.04541
N1 -0.48946 -0.88315 -0.00548
H12 1.42692 3.07943 2.99422
H13 -0.07382 -0.72250 0.94599
C3 -0.39722 0.38629 -0.78362
H14 -0.96153 0.26253 -1.71085
H15 1.04324 0.74613 2.36613
H16 1.62286 0.92004 -0.17677
O4 -1.73953 1.14550 0.99307
O5 0.76257 2.51162 2.54343

Computed properties:
ΔE to the lowest compared entry with this formula, charge and spin: 0.00 kcal per mole
molar mass: 178.2 u
highest occupied orbital energy: -12.46 eV
frontier orbital gap: 9.7 eV
total energy: -952.8406 Ha
charge: +1

Mulliken atomic charge list, values in e, 2 entries: atom 1 (H): 0.30, atom 2 (H): 0.28



This record from the Open Molecules 2025 dataset describes a 4-piece molecular cluster, C3H17N2O3 overall. The level of theory is ωB97M-V with the def2-TZVPD basis set.

Cartesian coordinates (Å):
H1 2.34601 -2.00724 -1.88250
H2 -1.55206 -0.33263 0.00084
H3 -1.02241 1.07827 2.10853
H4 0.76800 0.00279 -3.03452
H5 -1.40783 -0.12526 3.13523
C1 0.74811 -2.20344 -0.49609
H6 -0.26433 3.02757 1.04938
H7 -1.04196 -2.37975 0.76041
H8 1.99867 3.53882 0.42949
O1 -1.15817 2.76358 1.49849
H9 0.84306 -2.39218 -2.61880
N1 1.07577 -0.25391 -2.15503
N2 -1.39926 -0.97413 -0.81210
H10 1.17517 -3.13364 -0.13794
C2 -0.82825 -2.26338 -0.36889
H11 1.97440 0.21418 -1.94939
O2 -1.03737 0.07550 2.17107
H12 -2.33295 -1.02748 -1.27144
H13 -0.67512 -0.50897 -1.51129
O3 1.46672 3.10027 1.14983
H14 1.02781 -1.53928 0.37736
H15 -1.25094 3.58157 2.02792
H16 -1.27188 -3.07146 -0.94576
H17 1.71167 3.22029 2.10118
C3 1.25843 -1.71052 -1.87233

Computed properties:
ΔE to the lowest compared entry with this formula, charge and spin: 39.60 kcal per mole
molar mass: 129.2 u
highest occupied orbital energy: -13.60 eV
frontier orbital gap: 11.0 eV
total energy: -459.4820 Ha
charge: +1

Mulliken atomic charge list, values in e, 2 entries: atom 1 (H): 0.34, atom 2 (H): 0.29



This record from the Open Molecules 2025 dataset describes a 5-piece molecular cluster, C3H17NO5S2 overall. The level of theory is ωB97M-V with the def2-TZVPD basis set.

Cartesian coordinates (Å):
O1 -2.45941 -1.34318 1.00131
H1 1.22422 -1.94965 -0.82245
C1 -1.86019 -0.03919 0.89540
H2 -2.59893 0.74614 0.76072
H3 1.57128 -2.80601 1.25407
O2 0.37675 2.45444 2.13147
O3 0.77961 -2.55272 1.72986
O4 2.11169 -2.03781 -1.16637
H4 -0.95611 -0.94529 -0.85831
H5 1.04722 2.98776 1.69227
S1 -1.85648 -1.10653 -3.24716
H6 2.75688 2.61734 -0.71836
H7 0.08413 -2.91970 1.16554
H8 0.81085 -0.68604 0.91162
S2 -1.16704 0.78955 -2.95831
C2 -1.08276 1.16109 -1.19061
H9 -1.34514 0.07035 1.85042
H10 0.75784 2.15643 2.96164
H11 -3.39655 -1.32834 0.79744
H12 -0.18926 1.78041 -1.13397
H13 2.81053 1.39886 0.06712
H14 0.72175 0.86395 0.81478
H15 -1.99976 1.68155 -0.94926
H16 2.28579 -1.41919 -1.87518
C3 -0.79002 -0.05633 -0.25156
H17 -0.76139 -1.89055 -3.28263
N1 0.55768 0.04127 0.23549
O5 2.56680 2.33138 0.18502

Computed properties:
ΔE to the lowest compared entry with this formula, charge and spin: 0.00 kcal per mole
molar mass: 211.3 u
SMILES: N[C@@H](CO)CSS.O.O.O.O
highest occupied orbital energy: -9.00 eV
frontier orbital gap: 9.4 eV
total energy: -1351.7968 Ha
charge: 0

Mulliken atomic charge list, values in e, 2 entries: atom 1 (O): -0.56, atom 2 (H): 0.33



This record from the Open Molecules 2025 dataset describes a 6-piece molecular cluster, C3H18O5 overall. The level of theory is ωB97M-V with the def2-TZVPD basis set.

Cartesian coordinates (Å):
H1 0.40696 1.49364 -0.28100
H2 -1.04911 0.44586 -0.39956
H3 -0.02875 1.06014 3.36124
C1 0.00997 0.42712 -0.31589
H4 0.14032 3.13231 3.48277
H5 -1.99082 -2.31880 -4.54447
H6 -1.18892 0.44573 4.15584
C2 0.70827 -0.54472 -1.31350
O1 0.46152 3.15557 2.56663
O2 2.89448 2.22587 1.86448
H7 2.22385 2.63214 2.43177
O3 -4.53484 -3.36922 -1.29605
H8 -0.44749 -1.83672 -4.40480
H9 2.95369 -0.40924 -1.65179
H10 0.15014 -1.47975 -1.31140
H11 -4.29157 -4.16815 -1.76898
H12 2.61931 2.39521 0.95833
H13 -4.52514 -3.47170 -0.34105
H14 2.32375 -0.20833 0.03203
H15 0.42803 -0.00238 0.60697
O4 -1.32919 -1.84008 -4.03570
C3 2.21007 -0.71115 -0.92425
H16 2.56670 -1.73252 -0.60594
H17 0.43437 -0.17455 -2.30267
O5 -0.82217 1.28346 3.85980
H18 -0.32345 3.57025 2.17719

Computed properties:
ΔE to the lowest compared entry with this formula, charge and spin: 24.78 kcal per mole
molar mass: 134.2 u
SMILES: CCC.O.O.O.O.O
highest occupied orbital energy: -10.68 eV
frontier orbital gap: 11.3 eV
total energy: -501.2440 Ha
charge: 0

Mulliken atomic charge list, values in e, 2 entries: atom 1 (H): 0.17, atom 2 (H): 0.42



Which of these has the highest molar mass? C3H16N6O5Rb



Which of these has the lowest molar mass? C3H17N2O3